(1)
ORCA calculation (wB97M-V/def2-TZVPD) on a cluster of 2 separate species, C4H6N2 in total at a distorted geometry.

Geometry as XYZ:
```
12
Properties=species:S:1:pos:R:3:forces:R:3
C 0.1529 0.5638 -0.3524 0.103 -0.081 0.128
C 0.9219 0.8997 -1.2036 -1.143 -0.158 0.155
C -1.6398 -0.4499 2.5402 1.675 0.439 -0.928
C -1.8924 -1.8483 1.8370 -3.662 2.890 -2.203
N -1.1849 -0.5795 1.4131 -0.869 -0.045 1.057
N 1.7561 1.1746 -2.2980 -1.147 -1.109 -1.429
H -1.6383 -0.0409 3.5356 -0.382 0.446 0.344
H -1.3201 -2.6000 2.1290 2.508 -3.383 1.216
H -2.9371 -1.9735 1.4765 0.970 -0.109 0.170
H 2.6631 0.8183 -1.9799 0.468 -0.487 -1.132
H 1.8923 2.1542 -2.4423 0.053 1.486 0.091
H 1.3323 0.8434 -3.2868 1.426 0.112 2.532
```
Forces are in eV/Å.

Calculated values
relative energy (zero: lowest compared OMol25 entry of this formula, charge and spin)	182.1	kcal per mole
total charge	+2
LUMO level (alpha / beta)	-11.30 / -12.62	eV
gap between HOMO and LUMO (alpha / beta)	0.3079 / 0.2749	Ha
HOMO (alpha / beta)	-19.68 / -20.10	eV
calculated total energy	-264.473883	Eh

=====

(2)
ORCA calculation (wB97M-V/def2-TZVPD) on a structure of composition C2H2LiO2Rb.

Geometry as XYZ:
```
8
Properties=species:S:1:pos:R:3:forces:R:3
O 0.5894 -0.7035 -0.1384 0.203 -0.408 -0.015
C 0.2416 0.5384 -0.1482 -0.042 -0.195 -0.130
C -0.9858 0.9246 0.4528 -0.003 0.160 -0.092
O -1.7329 0.0616 0.9916 0.218 -0.240 0.050
Li -0.8137 -1.6139 0.9003 -0.025 0.834 -0.208
Rb 3.1115 -2.4762 -1.8252 -0.235 0.266 0.151
H 0.8691 1.2833 -0.6567 -0.136 -0.149 0.189
H -1.2792 1.9857 0.4239 0.020 -0.269 0.055
```
Forces are in eV/Å.

Calculated values
relative energy (zero: lowest compared OMol25 entry of this formula, charge and spin)	0.6	kcal per mole
<S²>	0.756
total charge	+1
LUMO level (alpha / beta)	-4.16 / -4.16	eV
gap between HOMO and LUMO (alpha / beta)	0.2230 / 0.3093	Ha
2S+1	2
HOMO (alpha / beta)	-10.22 / -12.58	eV
calculated total energy	-259.332691	Eh